Entry 1:
DFT (the ωB97M-V functional and the def2-TZVPD basis) results for 8 unconnected molecules or ions with the total composition H17NO7.

Properties
SMILES = N.O.O.O.O.O.O.O
Relative energy (zero: lowest compared OMol25 entry of this formula, charge and spin) = 109.9 kJ/mol
LUMO level = 0.002 hartree
E = -16098.591 eV

CARTESIAN COORDINATES (ANGSTROEM)
1 N -2.00 1.21 0.24
2 H -2.36 2.09 -0.07
3 H -2.69 0.56 0.56
4 H -1.07 1.00 0.59
5 O 1.53 0.32 -1.45
6 H 1.19 1.03 -1.99
7 H 2.05 -0.33 -1.93
8 O 0.41 -0.48 1.35
9 H 0.78 -1.01 2.06
10 H 1.07 0.18 1.06
11 O 2.15 -2.35 0.35
12 H 1.61 -3.15 0.43
13 H 1.47 -1.66 0.30
14 O -0.77 -1.66 -0.64
15 H -1.08 -0.90 -0.11
16 H 0.00 -1.16 -0.97
17 O 1.93 2.38 0.79
18 H 2.83 2.66 0.58
19 H 1.42 2.52 -0.02
20 O -1.89 -2.28 2.15
21 H -1.80 -2.75 1.31
22 H -1.48 -1.43 2.02
23 O -0.92 1.63 -2.53
24 H -1.15 2.52 -2.27
25 H -1.20 1.05 -1.80

=====

Entry 2:
DFT (the ωB97M-V functional and the def2-TZVPD basis) results for 9 unconnected molecules or ions with the total composition H17O8.

Properties
Net charge = +2
Relative energy (zero: lowest compared OMol25 entry of this formula, charge and spin) = 622.9 kJ/mol
LUMO level (spin up / spin down) = -0.358 / -0.503 hartree
Multiplicity = 2
E = -16628.702 eV

CARTESIAN COORDINATES (ANGSTROEM)
1 O -2.70 0.45 0.03
2 H -2.37 0.37 0.97
3 H -3.34 1.20 -0.05
4 O -1.37 0.15 2.53
5 H -1.15 1.09 2.57
6 H 1.10 0.20 1.93
7 O 1.55 2.24 0.46
8 H 1.52 1.57 1.15
9 H 2.36 2.74 0.63
10 O 2.64 -1.42 -1.96
11 H 3.46 -1.89 -2.26
12 H -0.25 0.59 -1.61
13 O 0.11 -0.17 -2.08
14 H 1.00 0.01 -2.38
15 H -1.75 -1.17 -0.68
16 O 1.13 -2.68 0.10
17 H 1.49 -2.75 1.01
18 H 2.15 -2.09 -1.46
19 O -0.99 2.63 -0.12
20 H -1.04 3.49 -0.59
21 H -0.02 2.50 0.12
22 O -1.37 -2.03 -0.46
23 H 0.27 -2.21 0.25
24 H -1.95 -2.73 -0.79
25 H -0.45 -0.09 2.70

=====

Which of these has the lowest E? H17O8